This record from the OMol25 dataset describes a molecular structure, C34H70N7O10PS2Sb at a distorted geometry. The level of theory is ωB97M-V with the def2-TZVPD basis set.

```
125
Properties=species:S:1:pos:R:3
C -2.109 3.959 -1.648
C -0.675 4.157 -2.383
O 0.072 5.115 -2.090
O -0.336 3.153 -3.351
C 0.703 2.280 -2.872
O 1.814 2.307 -3.462
C 0.514 1.222 -1.659
Sb 1.633 1.858 0.140
S -0.438 2.569 1.338
C 1.514 -0.101 1.132
C 1.736 -1.391 0.206
C 3.290 -1.601 -0.150
C 3.523 -2.547 -1.448
C 2.412 -3.350 -2.157
C 2.796 -4.186 -3.432
C 4.257 -4.213 -3.983
C 5.343 -3.411 -3.217
C 5.016 -2.574 -1.959
P 2.990 2.662 2.140
S 4.730 1.712 2.072
H -2.044 4.567 -0.688
H -2.200 2.829 -1.478
H -2.938 4.276 -2.361
H -0.617 1.208 -1.410
H 0.819 0.217 -2.104
H 1.717 3.472 -0.527
H 3.183 1.522 -0.624
H -0.241 3.806 1.952
H 0.535 -0.224 1.715
H 2.350 -0.133 1.935
H 1.077 -1.453 -0.722
H 1.443 -2.309 0.851
H 3.936 -1.945 0.735
H 3.697 -0.569 -0.463
H 1.327 -3.337 -1.786
H 1.996 -4.786 -3.988
H 4.579 -4.784 -4.914
H 6.435 -3.399 -3.575
H 5.818 -1.975 -1.394
H 2.316 2.173 3.306
H 3.208 4.080 2.126
C -7.181 2.629 -2.164
C -5.685 2.768 -2.122
O -5.137 3.818 -1.804
N -4.932 1.683 -2.451
C -5.383 0.368 -2.851
H -7.641 3.575 -1.878
H -7.506 2.379 -3.177
H -7.507 1.858 -1.460
H -3.938 1.853 -2.400
H -4.983 -0.361 -2.142
H -4.983 0.156 -3.845
H -6.468 0.293 -2.874
C -1.870 -1.128 2.981
C -1.496 -2.527 2.582
O -1.223 -2.822 1.425
N -1.466 -3.482 3.552
C -1.754 -3.331 4.963
H -1.850 -0.483 2.102
H -2.880 -1.113 3.398
H -1.154 -0.742 3.710
H -1.207 -4.396 3.209
H -0.866 -3.630 5.527
H -2.580 -3.999 5.217
H -2.021 -2.312 5.223
C -5.329 3.393 -7.203
C -5.210 3.543 -5.711
O -6.191 3.585 -4.979
N -3.963 3.633 -5.175
C -2.687 3.605 -5.860
H -6.382 3.335 -7.480
H -4.887 4.259 -7.703
H -4.834 2.475 -7.530
H -3.966 3.732 -4.168
H -2.106 2.767 -5.468
H -2.160 4.536 -5.641
H -2.798 3.496 -6.937
C 3.225 -4.502 2.939
C 4.308 -3.481 3.156
O 4.117 -2.286 2.983
N 5.534 -3.921 3.556
C 5.959 -5.281 3.812
H 2.310 -3.999 2.624
H 3.522 -5.204 2.156
H 3.022 -5.038 3.870
H 6.207 -3.177 3.679
H 6.300 -5.343 4.848
H 6.795 -5.508 3.147
H 5.161 -6.002 3.650
C 8.035 -7.438 7.245
C 8.668 -7.631 5.894
O 8.087 -8.200 4.980
N 9.927 -7.149 5.703
C 10.773 -6.453 6.648
H 7.035 -7.873 7.242
H 8.628 -7.939 8.013
H 7.947 -6.372 7.470
H 10.284 -7.317 4.772
H 11.018 -5.473 6.232
H 11.694 -7.027 6.771
H 10.294 -6.326 7.616
C -4.092 0.729 6.410
C -4.531 -0.703 6.264
O -3.750 -1.595 5.957
N -5.842 -0.995 6.483
C -6.912 -0.093 6.850
H -3.024 0.803 6.204
H -4.626 1.360 5.697
H -4.272 1.074 7.431
H -6.060 -1.975 6.365
H -7.333 -0.429 7.800
H -7.684 -0.145 6.080
H -6.570 0.935 6.950
C -4.425 7.630 -7.492
C -3.781 7.433 -8.837
O -4.349 6.851 -9.753
N -2.525 7.925 -9.023
C -1.692 8.636 -8.075
H -5.421 7.185 -7.498
H -3.831 7.139 -6.717
H -4.525 8.696 -7.276
H -2.160 7.754 -9.949
H -1.454 9.615 -8.496
H -0.767 8.071 -7.941
H -2.180 8.765 -7.111
```

Results
Total charge: -1
Calculated total energy, eV: -104792.1677
Kohn-Sham gap, eV: 5.751
F_max, eV Å⁻¹: 4.9
HOMO level, eV: -3.98
Lowest unoccupied orbital energy, eV: 1.77

Here are the Löwdin charges for atoms 1 to 99, given in e: -0.01 -0.39 0.06 -0.02 -0.43 0.04 -0.28 0.70 0.12 -0.39 -0.27 -0.18 -0.14 -0.03 -0.08 -0.11 -0.11 -0.03 0.05 -0.13 0.09 0.06 0.06 0.05 0.07 -0.07 -0.05 -0.23 0.03 0.04 0.08 0.10 0.10 0.08 0.09 0.07 0.07 0.08 0.10 -0.09 -0.09 -0.02 -0.56 0.01 0.02 -0.07 0.09 0.07 0.08 0.12 0.08 0.08 0.08 -0.01 -0.55 0.01 0.00 -0.09 0.07 0.08 0.09 0.13 0.08 0.08 0.04 0.00 -0.54 0.03 0.02 -0.07 0.08 0.07 0.09 0.10 0.08 0.08 0.08 0.00 -0.54 0.02 0.00 -0.08 0.08 0.09 0.08 0.14 0.07 0.08 0.08 -0.02 -0.56 0.02 0.00 -0.08 0.08 0.08 0.08 0.14 0.08